No. 1
Here is a molecular structure, C26H13Cl6FIrN2O2S2 at a distorted geometry from the OMol25 dataset. Energies are from ωB97M-V/def2-TZVPD.

```
53
Properties=species:S:1:pos:R:3
Ir 0.15 0.50 -0.09
S 3.05 1.23 2.07
C 1.61 2.06 2.10
N 0.56 2.04 1.26
C -0.47 2.90 1.64
C -1.67 3.09 0.96
C -2.61 3.96 1.48
C -2.38 4.64 2.67
C -1.18 4.48 3.35
C -0.24 3.61 2.83
S 1.33 3.19 3.43
H -1.84 2.55 0.03
H -3.55 4.10 0.95
H -3.14 5.31 3.07
H -0.99 5.00 4.28
Cl -2.36 -0.82 -6.29
C -1.76 0.01 -4.89
C -1.61 1.39 -4.91
Cl -1.99 2.30 -6.34
C -1.15 2.05 -3.75
Cl -0.96 3.78 -3.73
C -0.84 1.35 -2.59
O -0.43 1.92 -1.49
C -0.98 -0.07 -2.58
O -0.67 -0.70 -1.48
C -1.43 -0.71 -3.73
Cl -1.58 -2.44 -3.68
Cl -1.65 0.38 3.34
C -1.32 -1.32 3.12
C -1.86 -2.22 4.02
C -1.65 -3.58 3.87
C -0.88 -4.02 2.80
C -0.32 -3.12 1.92
Cl 0.64 -3.71 0.59
C -0.49 -1.70 2.02
N 0.10 -0.87 1.20
H -2.46 -1.83 4.84
H -2.08 -4.29 4.57
H -0.69 -5.07 2.64
F 4.07 -4.78 -1.56
C 3.52 -3.53 -1.47
C 3.93 -2.69 -0.45
C 3.38 -1.42 -0.38
C 2.43 -0.99 -1.30
C 1.86 0.39 -1.22
C 2.05 -1.87 -2.31
C 2.59 -3.15 -2.40
H 4.66 -3.04 0.28
H 3.67 -0.75 0.42
H 1.52 0.76 -2.19
H 2.52 1.10 -0.72
H 1.30 -1.55 -3.03
H 2.28 -3.84 -3.18
```

The value obtained for the HOMO-LUMO gap (alpha / beta) is 5.50 / 5.21 eV. Its spin multiplicity is 2. For the molar mass, the calculation gives 873.47 g mol⁻¹. The energy relative to the best compared isomer or geometry (same formula, charge and spin) is 0.463 eV. The total charge is -2. The LUMO energy (alpha / beta) comes out at 4.2 / 4.2 eV. Its expectation value of S² is 0.76.

---

No. 2
Here is a molecular structure, C26H14HgN7S3Se at a distorted geometry from the OMol25 dataset. Energies are from ωB97M-V/def2-TZVPD.

```
52
Properties=species:S:1:pos:R:3
Hg 11.05 11.19 10.43
Se 17.04 11.60 16.20
N 15.21 11.35 16.35
C 14.77 11.27 15.12
C 13.37 11.03 14.77
C 12.41 10.88 15.78
C 11.12 10.53 15.42
C 10.82 10.38 14.06
N 11.70 10.52 13.07
C 12.98 10.86 13.41
C 13.95 11.05 12.35
N 13.54 10.96 11.06
C 14.47 11.12 10.11
C 15.82 11.36 10.35
C 16.29 11.49 11.65
C 15.31 11.29 12.65
C 15.76 11.41 14.01
N 17.03 11.57 14.36
H 12.71 11.07 16.80
H 10.29 10.41 16.12
H 9.81 10.11 13.73
H 14.10 11.10 9.06
H 16.52 11.52 9.51
H 17.32 11.78 11.88
C 11.08 14.12 12.92
C 11.15 14.67 11.53
C 11.12 16.07 11.37
C 11.25 16.65 10.12
C 11.33 15.78 9.00
C 11.39 16.31 7.70
C 11.52 15.46 6.60
C 11.64 14.09 6.80
C 11.53 13.50 8.08
S 11.61 11.78 8.09
C 11.36 14.34 9.23
N 11.30 13.84 10.49
H 11.04 14.95 13.65
H 11.96 13.50 13.14
H 10.15 13.52 13.04
H 11.04 16.66 12.27
H 11.22 17.74 9.98
H 11.41 17.39 7.57
H 11.58 15.89 5.59
H 11.79 13.39 5.97
S 8.64 10.91 11.39
C 8.81 9.19 11.20
S 10.21 8.55 10.51
C 7.78 8.31 11.57
C 6.62 8.75 12.25
N 5.68 9.03 12.89
C 7.95 6.95 11.27
N 7.97 5.81 11.06
```

The value obtained for the HOMO-LUMO gap (alpha / beta) is 4.32 / 6.30 eV. Its spin multiplicity is 2. For the molar mass, the calculation gives 800.20 g mol⁻¹. The energy relative to the best compared isomer or geometry (same formula, charge and spin) is 0.000 eV. The total charge is -2. The LUMO energy (alpha / beta) comes out at 3.9 / 3.9 eV. Its expectation value of S² is 0.78.

---

No. 3
Here is a molecular structure, C26H15BF7N5NiSSe at a distorted geometry from the OMol25 dataset. Energies are from ωB97M-V/def2-TZVPD.

```
57
Properties=species:S:1:pos:R:3
Ni 0.28 0.07 0.07
N -1.90 3.92 0.03
C -1.07 2.80 -0.12
S -1.80 1.25 0.09
N 0.18 3.01 -0.36
N 0.96 1.91 -0.38
C 2.26 2.06 -0.78
C 2.90 3.37 -1.01
C 2.32 4.36 -1.82
C 2.91 5.61 -1.95
C 4.09 5.92 -1.29
C 4.69 4.94 -0.50
C 4.10 3.69 -0.37
C 2.98 0.86 -0.92
C 4.31 0.76 -1.41
C 4.86 -0.47 -1.66
C 4.09 -1.63 -1.43
C 2.81 -1.47 -0.94
N 2.25 -0.29 -0.68
H -2.86 3.70 -0.19
H -1.55 4.74 -0.44
H 1.41 4.14 -2.35
H 2.44 6.36 -2.58
H 4.53 6.91 -1.37
H 5.61 5.17 0.02
H 4.57 2.95 0.27
H 4.86 1.66 -1.61
H 5.87 -0.54 -2.05
H 4.48 -2.63 -1.62
H 2.19 -2.35 -0.77
N 0.00 0.19 6.31
C -0.18 -0.10 5.21
C -0.41 -0.49 3.86
C -1.73 -0.62 3.38
C -1.96 -1.09 2.11
C -0.91 -1.44 1.24
C 0.41 -1.29 1.74
C 0.65 -0.82 3.03
H -2.56 -0.37 4.03
H -2.98 -1.17 1.75
H 1.24 -1.75 1.20
H 1.66 -0.74 3.41
F -7.20 -6.51 -0.52
C -6.29 -5.53 -0.57
C -6.61 -4.29 -1.09
F -7.86 -4.06 -1.53
C -5.66 -3.30 -1.14
F -6.04 -2.12 -1.66
C -4.34 -3.46 -0.70
Se -3.17 -1.99 -0.93
C -4.06 -4.72 -0.17
F -2.86 -5.01 0.32
C -5.01 -5.74 -0.11
F -4.68 -6.93 0.40
F -0.38 -1.62 -1.20
B -1.09 -2.25 -0.16
F -0.75 -3.58 -0.09
```

The value obtained for the HOMO-LUMO gap (alpha / beta) is 3.70 / 3.43 eV. Its spin multiplicity is 1. For the molar mass, the calculation gives 710.96 g mol⁻¹. The energy relative to the best compared isomer or geometry (same formula, charge and spin) is 0.190 eV. The total charge is -2. The LUMO energy (alpha / beta) comes out at 4.1 / 4.1 eV.

---

No. 4
Here is a molecular structure, C26H15BrClF3IrN5O2SSe at a distorted geometry from the OMol25 dataset. Energies are from ωB97M-V/def2-TZVPD.

```
56
Properties=species:S:1:pos:R:3
Ir -0.72 0.46 -0.71
Se 1.13 3.14 6.19
N 1.95 2.04 5.06
C 1.17 1.88 4.03
C 1.49 1.02 2.90
C 2.65 0.25 2.83
C 2.86 -0.54 1.72
C 1.90 -0.55 0.71
N 0.81 0.19 0.77
C 0.57 0.97 1.84
C -0.67 1.72 1.87
N -1.51 1.61 0.80
C -2.69 2.21 0.83
C -3.12 2.97 1.92
C -2.27 3.13 2.99
C -1.03 2.50 2.98
C -0.08 2.60 4.07
N -0.29 3.32 5.14
H 3.36 0.29 3.64
H 3.73 -1.16 1.63
H 2.02 -1.17 -0.17
H -3.33 2.09 -0.03
H -4.09 3.43 1.89
H -2.55 3.72 3.85
F -4.10 -3.92 -1.89
C -3.24 -4.43 -0.99
F -2.21 -4.94 -1.67
F -3.85 -5.43 -0.36
C -2.78 -3.37 -0.01
C -2.99 -3.53 1.34
C -2.56 -2.53 2.22
C -1.92 -1.43 1.70
N -1.71 -1.28 0.39
C -2.13 -2.22 -0.48
S -1.82 -1.86 -2.12
H -3.48 -4.42 1.71
H -2.72 -2.62 3.28
H -1.55 -0.64 2.34
Br 3.16 3.03 -3.34
C 3.36 1.19 -3.73
C 4.40 0.85 -4.58
C 4.61 -0.48 -4.92
C 3.79 -1.47 -4.41
C 2.74 -1.13 -3.58
C 2.51 0.20 -3.22
C 1.34 0.46 -2.34
O 1.10 1.57 -1.79
O 0.55 -0.50 -2.10
H 5.04 1.62 -4.98
H 5.42 -0.74 -5.58
H 3.96 -2.51 -4.66
H 2.08 -1.89 -3.19
Cl -3.48 1.00 -2.31
C -1.76 1.49 -2.23
H -1.76 2.56 -2.04
H -1.31 1.26 -3.19
```

The value obtained for the HOMO-LUMO gap (alpha / beta) is 7.22 / 6.29 eV. Its spin multiplicity is 2. For the molar mass, the calculation gives 905.03 g mol⁻¹. The energy relative to the best compared isomer or geometry (same formula, charge and spin) is 0.980 eV. The total charge is +1. The LUMO energy (alpha / beta) comes out at -4.1 / -5.0 eV. Its expectation value of S² is 0.76.

---

No. 5
Here is a molecular structure, C26H16BrCrN8O9 at a distorted geometry from the OMol25 dataset. Energies are from ωB97M-V/def2-TZVPD.

```
61
Properties=species:S:1:pos:R:3
Cr -1.38 -1.08 0.32
O -1.72 1.38 2.80
C -0.38 1.65 2.79
C -0.01 2.98 2.88
C 1.33 3.35 2.90
C 2.31 2.37 2.84
C 1.94 1.04 2.74
C 0.60 0.65 2.69
C 0.23 -0.84 2.57
O -1.11 -1.02 2.20
N 1.07 -1.55 1.56
N 0.59 -1.41 0.30
C 1.33 -1.63 -0.71
C 0.84 -1.57 -2.08
Br -1.04 -1.24 -2.28
C 1.53 -1.75 -3.19
C 2.99 -1.89 -3.30
C 3.88 -1.15 -2.53
C 5.25 -1.32 -2.67
C 5.74 -2.25 -3.58
C 4.86 -2.97 -4.38
C 3.50 -2.78 -4.25
H -1.80 0.42 2.69
H -0.80 3.73 2.95
H 1.60 4.39 2.97
H 3.36 2.64 2.88
H 2.72 0.28 2.72
H 0.44 -1.34 3.51
H 2.07 -1.49 1.65
H 2.36 -1.93 -0.57
H 0.97 -1.81 -4.12
H 3.50 -0.38 -1.86
H 5.93 -0.73 -2.07
H 6.81 -2.39 -3.69
H 5.25 -3.67 -5.11
H 2.81 -3.35 -4.88
N -1.75 -2.96 0.33
C -2.15 -4.05 0.34
C -2.58 -5.36 0.31
C -2.56 -6.06 -0.93
N -2.51 -6.62 -1.94
C -3.03 -5.98 1.52
N -3.39 -6.48 2.50
O -5.56 5.11 0.74
N -4.41 5.28 0.40
O -3.89 6.36 0.17
C -3.55 4.08 0.28
C -4.10 2.85 0.48
C -3.29 1.73 0.38
C -1.89 1.81 0.10
O -1.11 0.81 0.11
C -1.41 3.14 -0.14
C -2.21 4.24 -0.04
N 0.01 3.42 -0.51
O 0.76 2.50 -0.77
O 0.35 4.60 -0.50
N -3.93 0.46 0.60
O -5.07 0.43 0.92
O -3.32 -0.63 0.45
H -5.14 2.75 0.72
H -1.81 5.22 -0.21
```

The value obtained for the HOMO-LUMO gap (alpha / beta) is 6.16 / 6.14 eV. Its spin multiplicity is 4. For the molar mass, the calculation gives 716.36 g mol⁻¹. The total charge is 0. The LUMO energy (alpha / beta) comes out at -2.1 / -2.2 eV. Its expectation value of S² is 3.78.

---

No. 6
Here is a molecular structure, C26H17BrN2ORe from the OMol25 dataset. Energies are from ωB97M-V/def2-TZVPD.

```
48
Properties=species:S:1:pos:R:3
Re 0.13 0.11 -0.70
Br -4.07 6.26 -0.81
C -2.79 4.90 -0.89
C -1.53 5.17 -1.42
C -0.56 4.18 -1.49
C -0.86 2.91 -1.03
O 0.11 1.94 -1.11
C -2.12 2.62 -0.50
C -2.51 1.32 -0.07
N -1.77 0.25 -0.03
C -2.34 -1.03 0.34
C -3.48 -1.22 1.07
C -3.96 -2.54 1.28
C -3.31 -3.62 0.76
C -2.11 -3.44 0.02
C -1.37 -4.49 -0.55
C -0.20 -4.23 -1.22
C 0.25 -2.91 -1.32
N -0.44 -1.89 -0.80
C -1.63 -2.14 -0.16
C -3.09 3.64 -0.45
H -1.30 6.16 -1.78
H 0.42 4.37 -1.90
H -3.54 1.20 0.23
H -4.02 -0.39 1.50
H -4.86 -2.67 1.86
H -3.70 -4.62 0.90
H -1.72 -5.51 -0.45
H 0.39 -5.02 -1.66
H 1.18 -2.67 -1.80
H -4.08 3.42 -0.05
C 5.41 0.36 -0.67
C 4.33 0.46 -1.58
C 3.04 0.32 -1.14
C 2.78 0.07 0.22
C 1.44 -0.09 0.71
C 1.19 -0.38 2.06
C 2.26 -0.50 2.94
C 3.56 -0.32 2.48
C 3.85 -0.04 1.13
C 5.18 0.12 0.65
H 6.42 0.48 -1.03
H 4.53 0.65 -2.63
H 2.23 0.40 -1.88
H 0.18 -0.50 2.42
H 2.08 -0.72 3.98
H 4.38 -0.40 3.18
H 6.00 0.04 1.35
```

The value obtained for the HOMO-LUMO gap (alpha / beta) is 5.70 / 6.11 eV. Its spin multiplicity is 2. For the molar mass, the calculation gives 639.55 g mol⁻¹. The total charge is +2. The LUMO energy (alpha / beta) comes out at -8.3 / -8.0 eV. Its expectation value of S² is 0.77.

---

No. 7
Here is a molecular structure, C26H18BrClN3O4PtS2Te from the OMol25 dataset. Energies are from ωB97M-V/def2-TZVPD.

```
57
Properties=species:S:1:pos:R:3
Pt 0.10 0.16 -0.80
Cl 2.35 -5.97 -4.50
C 1.52 -4.90 -3.39
C 0.13 -4.99 -3.27
C -0.53 -4.16 -2.40
C 0.15 -3.19 -1.61
O -0.52 -2.43 -0.81
C 1.56 -3.13 -1.76
C 2.40 -2.18 -1.05
O 2.07 -1.38 -0.18
C 2.22 -3.98 -2.66
H -0.41 -5.71 -3.86
H -1.61 -4.21 -2.30
H 3.47 -2.25 -1.32
H 3.29 -3.90 -2.77
S 1.25 2.00 -0.08
C -0.11 3.03 -0.45
S -1.40 2.15 -1.15
C -0.11 4.37 -0.15
C -1.25 5.18 -0.42
N -2.18 5.84 -0.63
C 1.01 5.00 0.46
N 1.91 5.51 0.97
Br -5.01 -0.37 -1.35
C -3.79 0.19 -2.69
C -4.17 1.15 -3.62
N -3.36 1.57 -4.57
C -2.13 1.06 -4.61
C -1.65 0.13 -3.70
C -2.51 -0.34 -2.72
C -0.22 -0.35 -3.84
O 0.20 -0.61 -4.95
O 0.52 -0.39 -2.77
H -5.17 1.57 -3.58
H -1.48 1.42 -5.40
H -2.19 -1.09 -2.01
C 2.16 2.32 5.84
C 1.44 1.50 4.80
C 1.95 0.28 4.37
C 1.29 -0.49 3.41
C 1.90 -1.79 2.95
C 0.10 -0.01 2.88
Te -0.85 -1.11 1.34
C -0.45 1.21 3.31
C -1.75 1.73 2.75
C 0.24 1.94 4.27
H 3.17 1.95 6.00
H 1.64 2.28 6.80
H 2.22 3.36 5.54
H 2.88 -0.08 4.78
H 2.81 -2.01 3.51
H 2.14 -1.74 1.89
H 1.21 -2.62 3.10
H -1.64 2.04 1.71
H -2.10 2.58 3.33
H -2.53 0.96 2.78
H -0.18 2.89 4.59
```

The value obtained for the HOMO-LUMO gap (alpha / beta) is 7.30 / 5.38 eV. Its spin multiplicity is 5. For the molar mass, the calculation gives 938.62 g mol⁻¹. The energy relative to the best compared isomer or geometry (same formula, charge and spin) is 0.000 eV. The total charge is -1. The LUMO energy (alpha / beta) comes out at 2.0 / -0.3 eV. Its expectation value of S² is 6.03.

---

No. 8
Here is a molecular structure, C26H18MnN4O2S from the OMol25 dataset. Energies are from ωB97M-V/def2-TZVPD.

```
52
Properties=species:S:1:pos:R:3
Mn 0.64 0.24 -0.06
O -0.60 0.67 3.87
C -1.94 0.71 3.65
C -2.79 0.98 4.71
C -4.16 1.03 4.50
C -4.69 0.80 3.24
C -3.83 0.54 2.18
C -2.46 0.51 2.36
C -1.49 0.31 1.21
O -0.38 -0.43 1.57
N -2.15 -0.28 0.02
N -1.23 -0.34 -0.85
C -1.30 -0.86 -2.06
C -0.04 -0.89 -2.76
C 0.06 -1.37 -4.08
C 1.28 -1.38 -4.72
C 2.42 -0.92 -4.04
C 2.25 -0.48 -2.75
N 1.08 -0.46 -2.11
H -0.23 0.19 3.07
H -2.36 1.14 5.69
H -4.82 1.24 5.34
H -5.76 0.82 3.08
H -4.23 0.35 1.19
H -2.20 -1.29 -2.47
H -0.84 -1.71 -4.57
H 1.35 -1.75 -5.73
H 3.39 -0.91 -4.51
H 3.11 -0.11 -2.19
S 1.86 2.97 3.33
C 3.27 2.02 3.07
C 4.46 1.98 3.80
C 5.45 1.11 3.38
C 5.26 0.29 2.26
C 4.09 0.33 1.54
C 3.09 1.21 1.95
N 1.85 1.38 1.33
C 1.11 2.25 1.96
C -0.19 2.72 1.42
C -0.34 4.11 1.36
C -1.39 4.69 0.68
C -2.28 3.86 0.01
C -2.16 2.49 0.09
C -1.15 1.86 0.83
H 4.60 2.60 4.67
H 6.37 1.05 3.93
H 6.05 -0.39 1.96
H 3.93 -0.31 0.67
H 0.41 4.74 1.82
H -1.50 5.76 0.65
H -3.10 4.29 -0.57
H -2.90 1.87 -0.39
```

The value obtained for the HOMO-LUMO gap (alpha / beta) is 6.69 / 6.54 eV. Its spin multiplicity is 6. For the molar mass, the calculation gives 505.46 g mol⁻¹. The energy relative to the best compared isomer or geometry (same formula, charge and spin) is 1.685 eV. The total charge is 0. The LUMO energy (alpha / beta) comes out at -0.2 / -0.4 eV. Its expectation value of S² is 8.76.

---

No. 9
Here is a molecular structure, C26H18N5ORuS3 from the OMol25 dataset. Energies are from ωB97M-V/def2-TZVPD.

```
54
Properties=species:S:1:pos:R:3
Ru 0.10 0.24 -1.26
S 2.28 0.52 -2.01
C 1.79 2.16 -1.88
N 0.52 2.31 -1.60
C 0.15 3.66 -1.59
C -1.13 4.19 -1.44
C -1.29 5.57 -1.46
C -0.20 6.42 -1.64
C 1.07 5.90 -1.82
C 1.23 4.52 -1.81
S 2.70 3.62 -2.07
H -1.99 3.56 -1.34
H -2.28 5.99 -1.35
H -0.35 7.49 -1.65
H 1.92 6.56 -1.99
C -1.48 0.32 -2.57
C -2.23 -0.03 -1.36
C -2.76 -1.33 -1.16
C -3.21 -1.73 0.07
C -3.14 -0.85 1.16
C -2.65 0.43 1.00
C -2.19 0.85 -0.26
C -3.52 -1.29 2.48
N -3.79 -1.65 3.53
H -1.61 1.31 -2.99
H -1.49 -0.46 -3.33
H -2.78 -2.02 -1.99
H -3.59 -2.74 0.20
H -2.61 1.11 1.84
H -1.86 1.87 -0.37
N 0.17 -1.77 -1.11
C 0.16 -2.93 -1.02
C 0.06 -4.30 -0.91
C -1.23 -4.82 -0.66
N -2.30 -5.19 -0.44
C 1.22 -5.12 -0.98
N 2.17 -5.77 -1.03
C 1.47 0.81 3.27
S 0.55 -0.05 1.99
O 0.82 0.82 0.77
C 1.56 -1.50 1.84
C 2.79 -1.43 1.20
C 3.52 -2.60 1.06
C 3.03 -3.80 1.56
C 1.79 -3.85 2.18
C 1.04 -2.69 2.32
H 2.49 0.95 2.92
H 1.44 0.21 4.17
H 0.98 1.77 3.43
H 3.14 -0.49 0.79
H 4.48 -2.58 0.55
H 3.59 -4.71 1.42
H 1.40 -4.79 2.54
H 0.05 -2.72 2.77
```

The value obtained for the HOMO-LUMO gap (alpha / beta) is 6.80 / 6.93 eV. Its spin multiplicity is 2. For the molar mass, the calculation gives 613.74 g mol⁻¹. The energy relative to the best compared isomer or geometry (same formula, charge and spin) is 0.000 eV. The total charge is 0. The LUMO energy (alpha / beta) comes out at -1.1 / -1.0 eV. Its expectation value of S² is 0.76.